DFT (wB97M-V/def2-TZVPD) results for a 2-piece molecular cluster, C35H41N4O overall in a non-equilibrium geometry.

Each atom is followed by the atoms it is bonded to, with distances in Å.
Geometry (Å):
1 C 2.699 4.402 1.910  N2 1.444, H29 1.092, H30 1.097, H31 1.097
2 N 2.400 3.020 1.617  C1 1.444, C3 1.365, C26 1.460
3 C 3.374 2.174 1.169  N2 1.365, O4 1.232, C5 1.526
4 O 4.546 2.486 0.956  C3 1.232
5 C 2.733 0.801 0.988  C3 1.526, C6 1.538, N16 1.464, H32 1.105
6 C 3.419 -0.252 1.874  C5 1.538, C7 1.487, H33 1.104, H34 1.104
7 C 4.841 -0.470 1.496  C6 1.487, C8 1.386, C15 1.447
8 C 5.340 -0.878 0.269  C7 1.386, N9 1.381, H35 1.083
9 N 6.720 -0.889 0.319  C8 1.381, C10 1.390, H36 1.016
10 C 7.140 -0.496 1.584  N9 1.390, C11 1.389, C15 1.424
11 C 8.423 -0.359 2.100  C10 1.389, C12 1.404, H37 1.088
12 C 8.546 0.081 3.427  C11 1.404, C13 1.405, H38 1.090
13 C 7.407 0.376 4.195  C12 1.405, C14 1.403, H39 1.092
14 C 6.116 0.238 3.665  C13 1.403, C15 1.394, H40 1.091
15 C 5.977 -0.223 2.357  C7 1.447, C10 1.424, C14 1.394
16 N 1.331 1.050 1.333  C5 1.464, C17 1.348, C26 1.480
17 C 0.401 0.077 1.243  N16 1.348, C18 1.394, H41 1.097
18 C -0.942 0.265 1.566  C17 1.394, C19 1.391, H42 1.087
19 C -1.955 -0.686 1.491  C18 1.391, C20 1.442, H43 1.094
20 C -3.325 -0.430 1.862  C19 1.442, C21 1.425, C25 1.427
21 C -4.316 -1.452 1.796  C20 1.425, C22 1.393, H44 1.093
22 C -5.639 -1.204 2.155  C21 1.393, C23 1.405, H45 1.091
23 C -6.032 0.071 2.596  C22 1.405, C24 1.400, H46 1.090
24 C -5.077 1.091 2.677  C23 1.400, C25 1.393, H47 1.091
25 C -3.751 0.852 2.322  C20 1.427, C24 1.393, H48 1.091
26 C 1.065 2.443 1.753  N2 1.460, N16 1.480, C27 1.538, C28 1.537
27 C 0.614 2.521 3.222  C26 1.538, H49 1.100, H50 1.097, H51 1.093
28 C 0.093 3.167 0.807  C26 1.537, H52 1.099, H53 1.092, H54 1.097
29 H 3.765 4.559 1.732  C1 1.092
30 H 2.118 5.072 1.264  C1 1.097
31 H 2.465 4.637 2.956  C1 1.097
32 H 2.819 0.507 -0.074  C5 1.105
33 H 3.381 0.081 2.926  C6 1.104
34 H 2.847 -1.193 1.798  C6 1.104
35 H 4.788 -1.132 -0.628  C8 1.083
36 H 7.324 -1.164 -0.451  N9 1.016
37 H 9.276 -0.602 1.470  C11 1.088
38 H 9.535 0.198 3.871  C12 1.090
39 H 7.535 0.716 5.225  C13 1.092
40 H 5.213 0.476 4.229  C14 1.091
41 H 0.778 -0.894 0.898  C17 1.097
42 H -1.221 1.252 1.925  C18 1.087
43 H -1.692 -1.701 1.179  C19 1.094
44 H -4.010 -2.446 1.459  C21 1.093
45 H -6.380 -2.003 2.094  C22 1.091
46 H -7.067 0.268 2.873  C23 1.090
47 H -5.361 2.087 3.020  C24 1.091
48 H -3.031 1.668 2.402  C25 1.091
49 H 1.392 2.081 3.862  C27 1.100
50 H 0.462 3.572 3.499  C27 1.097
51 H -0.318 1.975 3.391  C27 1.093
52 H 0.520 3.166 -0.205  C28 1.099
53 H -0.882 2.678 0.771  C28 1.092
54 H -0.043 4.201 1.149  C28 1.097
55 C -6.947 -1.386 -4.962  C56 1.402, C66 1.402, H67 1.092
56 C -6.082 -1.826 -5.974  C55 1.402, C57 1.399, H68 1.092
57 C -4.707 -1.589 -5.874  C56 1.399, C58 1.400, H69 1.094
58 C -4.189 -0.926 -4.755  C57 1.400, C59 1.510, C65 1.398
59 C -2.700 -0.720 -4.619  C58 1.510, C60 1.526, H70 1.098, H71 1.099
60 C -2.020 -1.927 -3.980  C59 1.526, C61 1.543, N64 1.435, H72 1.115
61 C -0.501 -1.764 -3.761  C60 1.543, C62 1.543, H73 1.094, H74 1.095
62 C -0.204 -2.470 -2.422  C61 1.543, C63 1.539, H75 1.093, H76 1.095
63 C -1.560 -2.965 -1.890  C62 1.539, N64 1.448, H77 1.107, H78 1.097
64 N -2.546 -2.268 -2.688  C60 1.435, C63 1.448, H79 1.015
65 C -5.052 -0.479 -3.750  C58 1.398, C66 1.398, H80 1.093
66 C -6.427 -0.711 -3.848  C55 1.402, C65 1.398, H81 1.091
67 H -8.021 -1.567 -5.041  C55 1.092
68 H -6.476 -2.353 -6.845  C56 1.092
69 H -4.016 -1.924 -6.654  C57 1.094
70 H -2.245 -0.577 -5.608  C59 1.098
71 H -2.493 0.165 -4.000  C59 1.099
72 H -2.174 -2.780 -4.680  C60 1.115
73 H 0.038 -2.216 -4.599  C61 1.094
74 H -0.237 -0.702 -3.702  C61 1.095
75 H 0.483 -3.309 -2.565  C62 1.093
76 H 0.239 -1.761 -1.715  C62 1.095
77 H -1.631 -4.064 -2.004  C63 1.107
78 H -1.695 -2.735 -0.825  C63 1.097
79 H -3.481 -2.662 -2.683  N64 1.015
80 H -4.627 0.041 -2.887  C65 1.093
81 H -7.087 -0.361 -3.053  C66 1.091

Summary:
Total charge: +1
Energy above the lowest of the compared OMol25 structures with the same formula, charge and spin (kJ/mol): 42.11
HOMO (eV): -9.80
HOMO-LUMO gap (eV): 4.978